This record from the OMol25 dataset describes a single C3H8O2Si molecule at a distorted geometry. The level of theory is the ωB97M-V functional and the def2-TZVPD basis.

Element x y z (Å)
Si (-0.615, -0.230, -0.045)
O (-1.338, 1.134, -0.567)
O (-1.224, -1.422, -0.893)
C (-0.934, -0.271, 1.827)
C (1.744, 0.757, -1.301)
C (1.371, 0.103, -0.241)
H (-1.025, 1.527, -1.335)
H (-1.972, -0.306, 2.047)
H (2.746, 1.094, -1.492)
H (-1.087, -2.361, -0.793)
H (-0.357, 0.323, 2.385)
H (2.141, -0.151, 0.547)
H (1.052, 1.166, -2.075)
H (-0.500, -1.362, 1.936)

Forces on the atoms, in the same order (eV/Å):
Si 2.62 2.54 2.46
O -1.01 -0.76 1.62
O -0.68 -1.39 -0.95
C -0.20 -5.22 -3.80
C 0.05 1.65 -1.91
C -1.80 -1.59 1.93
H 0.74 1.17 -2.17
H -0.83 0.10 0.48
H 0.55 -0.05 0.08
H 0.15 -0.05 0.10
H 1.97 2.51 2.07
H -0.97 0.11 -0.97
H 0.29 -0.67 0.57
H -0.88 1.64 0.49

Calculated values
**Structure (SMILES)**: C=C[Si](C)(O)O
**Calculated total energy**: -15214.8308 eV

Quick look at the Löwdin charges, all values in e:
1 Si 0.2915
2 O -0.0892
3 O -0.0754
4 C -0.1275
5 C -0.1219
6 C -0.1823
7 H 0.0069
8 H 0.0165
9 H 0.0405
10 H 0.0722
11 H -0.0281
12 H 0.0705
13 H 0.0566
14 H 0.0696

This record from the OMol25 dataset describes 2 unconnected molecules or ions with the total composition C3H8O3 at a distorted geometry. The level of theory is the ωB97M-V functional and the def2-TZVPD basis.

Element x y z (Å)
O (2.725, -1.703, 1.648)
O (0.272, 0.391, -2.354)
O (0.040, -1.375, -1.042)
C (-1.755, 0.799, 0.462)
C (0.002, -0.182, -1.129)
C (-0.354, 0.899, -0.155)
H (-2.454, 0.111, 0.041)
H (-0.118, 1.821, -0.639)
H (0.323, 0.862, 0.700)
H (2.245, -2.094, 2.388)
H (-2.260, 1.763, 0.403)
H (2.091, -1.790, 0.975)
H (0.933, -0.128, -2.836)
H (-1.690, 0.626, 1.537)

Forces on the atoms, in the same order (eV/Å):
O 0.76 -0.01 1.57
O 0.52 0.67 0.40
O 0.08 -0.22 1.13
C -0.15 1.24 0.65
C 0.15 0.09 -1.77
C -0.06 -0.75 0.92
H -0.06 -0.78 -0.48
H -0.36 0.64 -0.30
H 0.37 -0.32 -0.23
H 0.35 0.08 0.19
H 0.07 0.16 -0.17
H -1.20 -0.06 -1.83
H -0.48 -0.39 0.02
H 0.01 -0.35 -0.11

Calculated values
**Structure (SMILES)**: CCC(=O)O.O
**Calculated total energy**: -9383.2202 eV

Quick look at the Löwdin charges, all values in e:
1 O -0.0376
2 O 0.0664
3 O 0.1110
4 C -0.0742
5 C -0.5094
6 C -0.1421
7 H 0.0689
8 H 0.1039
9 H 0.1222
10 H 0.0421
11 H 0.0719
12 H -0.0155
13 H 0.1192
14 H 0.0732

What is the formula in the second record? C3H8O3

What is the calculated total energy in the second record? -9383.2202 eV

Which of these has the highest calculated total energy? C3H8O3

Which of these has the lowest calculated total energy? C3H8O2Si